# C46H38AsCl4NO4PtS3

C46H38AsCl4NO4PtS3 as an isolated structure (ωB97M-V/def2-TZVPD, the OMol25 dataset).

## Properties
HOMO-LUMO gap: 4.95 eV
Lowest unoccupied orbital energy: -7.206 eV
Net charge: +2
Energy above the lowest of the compared OMol25 structures with the same formula, charge and spin: 0.0 kJ/mol
HOMO: -12.2 eV
Spin multiplicity: 1

Each line ends with the Mulliken charge.
Positions of all 98 atoms, in Å:
Pt -1.630 0.179 -1.659  2.2695
C -5.787 -1.038 4.431  -1.5384
C -4.575 -0.695 3.616  1.0326
C -4.540 0.445 2.819  -1.1437
C -3.406 0.766 2.082  -0.3460
C -2.298 -0.060 2.153  0.0297
C -2.306 -1.207 2.939  -0.3700
C -3.443 -1.518 3.659  -0.8013
S -0.859 0.338 1.193  1.0377
O -0.239 -0.967 0.777  -0.5675
C 0.252 0.867 2.470  0.1847
C -0.130 1.035 3.812  -1.0715
C 0.823 1.028 4.788  -1.3796
C 2.162 0.709 4.465  1.2271
C 3.125 0.501 5.482  -1.1076
C 4.398 0.128 5.170  -0.6573
C 4.762 -0.064 3.820  -0.9013
C 3.867 0.172 2.816  -0.7686
C 2.541 0.589 3.104  0.7330
C 1.569 0.837 2.071  0.0829
C 2.136 1.180 0.715  -0.4529
C 3.085 2.282 0.848  0.5899
C 2.959 3.243 1.887  -0.6892
C 3.875 4.246 2.035  -0.8017
C 4.991 4.336 1.179  -0.7030
C 5.112 3.462 0.139  -1.0566
C 4.141 2.456 -0.069  1.3976
C 4.186 1.615 -1.201  -1.5878
C 3.130 0.809 -1.475  -0.9071
C 2.047 0.637 -0.563  0.7371
S 0.740 -0.166 -1.629  0.9081
O 1.025 0.448 -2.939  -0.5347
C 1.298 -1.843 -1.746  0.6628
C 1.147 -2.461 -2.978  -0.8120
C 1.593 -3.765 -3.124  -0.9167
C 2.192 -4.444 -2.064  0.9514
C 2.697 -5.847 -2.228  -1.5131
C 2.330 -3.787 -0.838  -0.7819
C 1.887 -2.488 -0.668  -0.4276
H -6.619 -0.373 4.209  0.3936
H -5.564 -0.957 5.496  0.3221
H -6.106 -2.064 4.245  0.3579
H -5.408 1.091 2.775  0.3676
H -3.388 1.656 1.463  0.4168
H -1.428 -1.841 2.971  0.4387
H -3.460 -2.409 4.275  0.4277
H -1.174 1.158 4.062  0.5998
H 0.552 1.195 5.822  0.4753
H 2.822 0.624 6.514  0.4625
H 5.127 -0.040 5.951  0.4177
H 5.761 -0.403 3.580  0.4598
H 4.169 0.018 1.789  0.4340
H 2.111 3.205 2.556  0.4624
H 3.742 4.979 2.819  0.4779
H 5.730 5.110 1.336  0.4447
H 5.938 3.536 -0.557  0.4908
H 5.016 1.681 -1.892  0.4810
H 3.105 0.297 -2.424  0.6491
H 0.712 -1.922 -3.812  0.6658
H 1.493 -4.257 -4.084  0.3679
H 2.553 -6.207 -3.244  0.3833
H 2.182 -6.526 -1.547  0.3334
H 3.761 -5.899 -1.995  0.3575
H 2.799 -4.302 -0.009  0.4866
H 1.986 -1.984 0.285  0.3517
Cl 1.391 5.810 -4.486  -0.1007
C 0.594 4.320 -4.403  0.8479
C 0.462 3.533 -5.642  0.2862
Cl 1.107 4.171 -7.078  -0.1185
C -0.151 2.329 -5.643  0.1200
Cl -0.315 1.374 -7.037  -0.1286
C -0.732 1.783 -4.413  0.4073
O -1.340 0.747 -4.371  -0.5051
C -0.553 2.610 -3.126  0.0587
O -0.987 2.206 -2.045  -0.7692
C 0.113 3.879 -3.208  -0.3740
Cl 0.299 4.762 -1.758  -0.1124
S -5.907 1.266 -2.706  -0.0882
C -5.099 2.511 -1.862  -0.3885
C -3.854 2.113 -1.517  -0.7512
N -3.547 0.828 -1.916  0.6541
C -4.550 0.276 -2.559  -0.2519
H -5.570 3.458 -1.658  0.4765
H -3.121 2.692 -0.978  0.4940
H -4.524 -0.719 -2.967  0.1755
C -1.266 -3.451 -0.552  -0.6868
As -2.350 -2.057 -1.324  0.2305
C -3.944 -2.164 -0.226  -0.8272
C -2.813 -2.847 -3.038  -1.1577
H -1.924 -4.314 -0.448  0.7505
H -0.899 -3.127 0.417  0.0189
H -0.438 -3.705 -1.208  0.1211
H -4.333 -3.180 -0.278  0.5595
H -4.713 -1.463 -0.544  0.3470
H -3.663 -1.934 0.801  0.0460
H -3.434 -3.727 -2.876  0.5099
H -1.885 -3.149 -3.522  0.2729
H -3.319 -2.152 -3.702  0.3512

# C3H13NO2S

A 3-piece molecular cluster, C3H13NO2S overall (ωB97M-V/def2-TZVPD, the OMol25 dataset).

## Properties
HOMO-LUMO gap: 10.05 eV
Lowest unoccupied orbital energy: 0.534 eV
Net charge: 0
Energy above the lowest of the compared OMol25 structures with the same formula, charge and spin: 63.0 kJ/mol
HOMO: -9.5 eV
SMILES: C[C@H](N)CS.O.O
Spin multiplicity: 1

Each line ends with the Mulliken charge.
Positions of all 20 atoms, in Å:
C 0.070 -0.859 1.978  -1.5672
C -0.180 0.270 1.028  0.6697
C -1.199 -0.150 -0.019  -0.9562
S -1.346 1.197 -1.337  -0.3008
N -0.458 1.508 1.792  -0.7525
H 0.573 -1.670 1.519  0.3376
H 0.654 -0.408 2.747  0.4182
H -0.884 -1.122 2.324  0.3499
H 0.794 0.556 0.450  0.1327
H -2.155 -0.306 0.463  0.4884
H -0.942 -1.109 -0.455  0.4798
H -1.939 0.412 -2.309  0.1604
H -1.457 1.639 1.776  0.2520
H -0.247 2.291 1.217  0.2973
H 0.850 -0.872 -1.800  0.3623
H 1.670 -2.137 -1.583  0.2821
O 1.084 -1.517 -1.104  -0.6188
H 2.240 0.319 -1.848  0.3483
H 1.092 1.285 -2.215  0.3152
O 1.780 0.673 -2.622  -0.6983

# C4H10NO3

A 2-piece molecular cluster, C4H10NO3 overall (ωB97M-V/def2-TZVPD, the OMol25 dataset).

## Properties
HOMO-LUMO gap: 6.47 eV
Lowest unoccupied orbital energy: 3.487 eV
Net charge: -1
Energy above the lowest of the compared OMol25 structures with the same formula, charge and spin: 445.0 kJ/mol
HOMO: -3.0 eV
Spin multiplicity: 1

Each line ends with the Mulliken charge.
Positions of all 18 atoms, in Å:
C 0.756 0.133 -0.486  -0.7774
C -0.325 1.249 -0.465  0.0698
C 0.059 2.364 -1.443  -0.1175
O -0.747 2.546 -2.349  -0.5214
N 0.349 -0.851 0.490  -0.1648
C 0.233 -2.268 -0.062  -0.4672
O 1.464 -2.589 -0.263  -0.8636
H 1.789 0.588 -0.184  0.1937
H 0.904 -0.458 -1.505  0.2705
H -0.710 1.596 0.548  0.0585
H -1.277 0.788 -0.956  0.1351
H 0.949 2.864 -1.432  0.4732
H 1.014 -0.942 1.297  0.3098
H -0.355 -2.860 0.730  0.2145
H -0.635 -2.262 -0.819  0.1994
H -1.022 0.764 2.585  0.2900
H -0.839 -0.596 1.901  0.4394
O -1.606 -0.067 2.412  -0.7420

Question: Which formula does entry 2 have?
Answer: C3H13NO2S

Question: HOMO-LUMO gap of number 1 (C46H38AsCl4NO4PtS3)?
Answer: 4.95 eV

Question: Which of these has the highest energy above the lowest of the compared OMol25 structures with the same formula, charge and spin?
Answer: C4H10NO3